This record from OMol25 describes a molecular structure, C26H28F8IrN5O4S2SbSe in a non-equilibrium geometry. The level of theory is wB97M-V/def2-TZVPD.

Its net charge is +1. As for the molar mass: 1083.60 g mol⁻¹. For the HOMO energy, the calculation gives -10.5 eV. The calculation puts the energy relative to the best compared isomer or geometry (same formula, charge and spin) at 227.8 kJ/mol. The calculation puts the strongest force on any atom at 1.6 eV/A.

Last column: Löwdin charge in e.
CARTESIAN COORDINATES (ANGSTROEM)
H1 0.942 -0.629 -5.847  0.103
H2 1.358 3.132 -3.531  0.104
N1 -1.685 1.290 1.640  -0.331
C1 5.188 1.734 0.351  0.008
H3 1.571 4.532 -2.448  0.113
C2 3.143 2.582 -0.802  -0.630
C3 1.533 3.446 -2.506  0.018
F1 -0.870 4.881 0.893  0.155
H4 0.738 3.083 -1.861  0.049
O1 -3.436 -0.149 0.394  -0.197
C4 -1.259 3.905 1.700  -0.701
H5 1.735 -5.884 -0.250  0.086
C5 -0.454 -1.336 -2.838  -0.188
Sb1 -0.404 -3.703 -0.808  1.536
S1 -2.155 -0.125 0.997  0.657
F2 -2.230 -2.427 2.162  0.164
H6 1.204 -4.203 -3.517  0.096
C6 0.694 -1.179 -4.948  -0.087
C7 0.730 -8.165 -2.530  -0.079
Se1 2.086 2.811 0.751  0.841
H7 -0.962 -7.949 -3.833  0.107
H8 2.337 -8.105 -1.111  0.105
H9 3.852 2.846 -3.948  0.140
S2 -1.924 2.534 0.623  0.628
H10 -0.536 0.380 -4.126  0.104
O2 -1.010 2.291 -0.501  -0.406
H11 1.791 -2.927 -5.524  0.109
O3 -1.000 -0.555 0.170  -0.450
C8 -3.333 -2.941 -1.644  -0.128
F3 -0.234 3.514 2.455  0.076
F4 -1.247 -0.905 3.357  0.164
C9 -0.125 -0.612 -3.980  -0.094
C10 -0.369 -7.492 -3.052  -0.076
C11 -4.714 -3.090 -1.648  -0.077
H12 5.908 1.921 -2.351  0.139
H13 2.978 -1.186 0.325  0.070
C12 -3.126 -4.943 -0.341  -0.146
H14 -6.377 -4.280 -1.004  0.106
H15 -4.954 -5.941 0.157  0.107
H16 0.993 -9.145 -2.906  0.106
N2 1.710 -0.075 -0.722  -0.115
N3 2.343 -1.340 -0.451  0.051
H17 1.097 -0.270 -1.526  0.084
N4 2.815 2.890 -2.069  -0.107
C13 1.437 -0.095 2.157  -0.498
C14 -2.253 -1.162 2.540  -0.685
H18 2.448 0.509 -1.105  0.074
C15 0.018 -2.640 -2.641  -0.362
C16 -4.504 -5.095 -0.347  -0.078
H19 -2.902 -2.099 -2.170  0.082
H20 6.050 1.175 0.000  0.104
H21 4.565 1.108 0.983  0.066
C17 1.485 -7.581 -1.524  -0.086
H22 -1.572 -5.725 -2.977  0.105
F5 -3.392 -0.874 3.133  0.190
Ir1 0.560 0.913 0.678  0.988
N5 4.421 2.163 -0.820  -0.110
C18 0.827 -3.193 -3.630  -0.109
H23 1.615 -1.963 -0.102  -0.015
H24 5.514 2.604 0.917  0.108
C19 0.044 -5.640 -1.561  -0.427
C20 -0.708 -6.238 -2.569  -0.128
C21 -5.302 -4.165 -1.000  -0.078
C22 1.164 -2.472 -4.768  -0.072
C23 1.140 -6.325 -1.043  -0.148
C24 -2.525 -3.866 -0.993  -0.404
C25 3.894 2.664 -2.889  -0.006
H25 -2.517 -5.685 0.167  0.099
H26 -1.118 -0.880 -2.116  0.067
O4 -3.243 2.940 0.304  -0.201
H27 1.163 0.347 3.121  0.119
F6 -2.232 4.322 2.483  0.184
H28 -5.330 -2.363 -2.161  0.108
F7 1.082 -1.413 2.177  -0.024
C26 4.901 2.210 -2.106  -0.005
F8 2.824 -0.096 2.104  -0.071